{
  "formula": "C31H67BBrF3N7O10S",
  "method": "ωB97M-V/def2-TZVPD",
  "homo_energy_ev": -4.54,
  "total_charge": -1,
  "symbols": ["C", "C", "S", "C", "C", "O", "B", "C", "O", "C", "F", "F", "F", "O", "C", "C", "C", "C", "Br", "H", "H", "H", "H", "H", "H", "H", "H", "H", "H", "H", "H", "H", "H", "H", "H", "H", "H", "C", "O", "N", "C", "C", "H", "H", "H", "H", "H", "H", "H", "C", "O", "N", "C", "C", "H", "H", "H", "H", "H", "H", "H", "C", "O", "N", "C", "C", "H", "H", "H", "H", "H", "H", "H", "C", "O", "N", "C", "C", "H", "H", "H", "H", "H", "H", "H", "C", "O", "N", "C", "C", "H", "H", "H", "H", "H", "H", "H", "C", "O", "N", "C", "C", "H", "H", "H", "H", "H", "H", "H", "C", "O", "N", "C", "C", "H", "H", "H", "H", "H", "H", "H"],
  "xyz": [[-4.28, 1.03, -3.72], [-3.09, 0.04, -4.31], [-2.82, 0.46, -6.13], [-0.95, 0.69, -6.47], [-0.58, 2.19, -5.95], [-0.24, 3.06, -7.13], [0.66, 4.06, -6.47], [1.31, 5.24, -7.45], [0.31, 6.08, -8.12], [-0.43, 6.94, -7.19], [0.33, 7.40, -6.01], [-0.77, 8.19, -7.98], [-1.78, 6.38, -6.80], [1.57, 3.18, -5.70], [0.60, 2.44, -4.85], [1.14, 1.20, -3.92], [1.06, 1.74, -2.34], [1.69, 0.61, -1.27], [2.19, 3.40, -2.04], [-3.85, 2.02, -3.24], [-5.04, 1.34, -4.58], [-4.90, 0.40, -2.95], [-3.47, -1.07, -4.20], [-2.07, 0.21, -3.75], [-0.31, -0.18, -6.01], [-0.86, 0.70, -7.66], [-1.49, 2.76, -5.48], [0.15, 4.70, -5.62], [1.88, 4.65, -8.31], [2.17, 5.86, -6.90], [0.07, 3.15, -4.06], [0.58, 0.18, -4.05], [2.30, 0.99, -4.11], [-0.08, 1.95, -2.08], [1.14, -0.42, -1.33], [2.83, 0.53, -1.52], [1.62, 1.10, -0.19], [5.86, 1.93, -2.49], [5.21, 0.97, -2.11], [6.21, 2.20, -3.79], [6.99, 3.36, -4.16], [5.78, 1.29, -4.84], [6.24, 2.69, -1.78], [6.41, 3.98, -4.85], [7.91, 3.03, -4.65], [7.25, 3.96, -3.28], [4.69, 1.24, -4.83], [6.18, 0.30, -4.63], [6.12, 1.63, -5.81], [2.30, 0.31, -7.70], [1.90, -0.50, -6.88], [2.90, 0.01, -8.91], [3.35, 1.03, -9.82], [3.07, -1.39, -9.27], [2.22, 1.40, -7.52], [2.83, 0.91, -10.77], [4.43, 0.91, -9.98], [3.16, 2.03, -9.42], [2.09, -1.87, -9.30], [3.69, -1.88, -8.51], [3.56, -1.47, -10.25], [0.85, -2.82, -0.39], [0.48, -2.77, -1.55], [0.23, -3.52, 0.62], [0.74, -3.53, 1.98], [-0.96, -4.29, 0.32], [1.74, -2.27, -0.05], [0.98, -4.55, 2.27], [-0.04, -3.13, 2.64], [1.63, -2.91, 2.07], [-0.71, -5.03, -0.45], [-1.72, -3.62, -0.08], [-1.33, -4.80, 1.21], [0.47, -2.03, 5.86], [1.15, -2.62, 5.03], [-0.14, -0.81, 5.67], [-0.92, -0.17, 6.70], [0.00, -0.14, 4.39], [0.30, -2.44, 6.86], [-1.94, -0.03, 6.34], [-0.48, 0.80, 6.94], [-0.95, -0.78, 7.61], [-0.39, -0.79, 3.60], [1.07, 0.04, 4.20], [-0.54, 0.81, 4.39], [-5.02, 1.36, -0.41], [-4.14, 2.13, -0.76], [-6.08, 1.68, 0.42], [-7.08, 0.71, 0.80], [-6.18, 3.03, 0.93], [-5.04, 0.31, -0.74], [-8.06, 1.07, 0.46], [-7.09, 0.61, 1.89], [-6.88, -0.26, 0.34], [-6.25, 3.73, 0.09], [-5.28, 3.26, 1.51], [-7.06, 3.14, 1.57], [1.24, -2.01, 9.57], [0.72, -1.44, 8.62], [0.78, -1.97, 10.88], [1.46, -2.68, 11.95], [-0.40, -1.21, 11.18], [2.15, -2.62, 9.45], [0.76, -3.40, 12.39], [1.77, -1.95, 12.70], [2.34, -3.21, 11.57], [-1.24, -1.59, 10.60], [-0.23, -0.16, 10.91], [-0.64, -1.27, 12.25], [-1.94, -5.22, 11.45], [-1.23, -4.26, 11.75], [-2.53, -5.42, 10.22], [-3.36, -6.58, 9.95], [-2.31, -4.45, 9.17], [-2.17, -6.01, 12.18], [-2.91, -7.15, 9.13], [-4.36, -6.24, 9.67], [-3.43, -7.22, 10.83], [-1.24, -4.38, 8.96], [-2.68, -3.48, 9.50], [-2.84, -4.75, 8.26]]
}